This record from the Open Molecules 2025 dataset describes a cluster of 2 separate species, C17H18NO5 in total at a distorted geometry. The level of theory is ωB97M-V/def2-TZVPD.

## Properties
- DFT total energy: -1088.770335 Ha
- Net charge: -1
- HOMO-LUMO gap: 3.05 eV
- M: 316.33 g/mol

Atoms and positions in Å:
C1 3.977 -0.502 1.619
C2 4.229 -0.074 0.029
C3 2.860 -0.239 -0.865
C4 2.286 1.210 -1.382
C5 0.684 1.395 -0.948
C6 -0.369 2.148 -1.985
N1 -1.844 2.312 -1.672
C7 -2.452 1.822 -0.374
C8 -1.553 1.054 0.777
O1 -2.263 0.586 1.995
C9 -2.915 -0.684 1.534
O2 -4.216 -0.975 1.789
C10 -2.067 -1.798 0.621
C11 -0.953 -2.763 1.410
C12 -0.069 -3.866 0.542
C13 -0.249 -4.028 -1.107
C14 -1.357 -3.063 -1.891
C15 -2.254 -1.959 -1.020
C16 0.047 0.864 0.473
H1 4.279 -1.643 1.771
H2 4.743 0.134 2.240
H3 2.859 -0.388 1.952
H4 4.548 1.072 -0.057
H5 5.059 -0.788 -0.419
H6 2.102 -0.882 -0.248
H7 3.140 -0.883 -1.822
H8 2.320 1.182 -2.574
H9 2.920 2.137 -1.052
H10 0.109 2.543 -3.000
H11 -2.473 2.801 -2.349
H12 -3.594 2.007 -0.199
H13 -0.846 -2.594 2.570
H14 0.699 -4.555 1.137
H15 0.412 -4.818 -1.693
H16 -1.450 -3.182 -3.075
H17 -3.014 -1.273 -1.593
H18 0.731 0.347 1.270
C17 -3.526 4.322 1.947
O3 -3.765 4.001 3.101
O4 -4.359 4.376 1.035
O5 -2.414 4.644 1.513

This record from the Open Molecules 2025 dataset describes a cluster of 2 separate species, C5H10 in total at a distorted geometry. The level of theory is ωB97M-V/def2-TZVPD.

## Properties
- DFT total energy: -196.422068 Ha
- SMILES: C=CC.C=C
- Energy relative to the best compared isomer or geometry (same formula, charge and spin): 54.18 kcal/mol
- HOMO-LUMO gap: 10.75 eV
- M: 70.13 g/mol

Atoms and positions in Å:
C1 1.616 -1.085 1.064
C2 0.422 -0.618 1.457
C3 0.027 0.856 1.427
H1 1.845 -2.134 0.983
H2 2.390 -0.327 1.018
H3 -0.366 -1.246 1.720
H4 -0.712 1.028 2.310
H5 0.896 1.526 1.372
H6 -0.607 1.120 0.549
C4 -1.402 0.475 -2.353
C5 -0.518 -0.174 -1.595
H7 -0.974 1.048 -3.194
H8 -2.501 0.458 -2.196
H9 0.579 -0.235 -1.890
H10 -0.696 -0.691 -0.673

This record from the Open Molecules 2025 dataset describes a structure of composition C21H43N2P3RuSe at a distorted geometry. The level of theory is ωB97M-V/def2-TZVPD.

## Properties
- DFT total energy: -4454.690311 Ha
- <S²>: 8.782
- Energy relative to the best compared isomer or geometry (same formula, charge and spin): 18.28 kcal/mol
- 2S+1: 6
- Net charge: +3
- HOMO-LUMO gap (spin up / spin down): 5.69 / 4.24 eV
- M: 596.54 g/mol

Atoms and positions in Å:
Ru1 -0.323 0.281 0.254
P1 0.724 -1.400 1.687
P2 1.214 1.788 0.936
P3 -1.270 -1.367 -0.972
H1 -0.029 2.374 -1.621
C1 -0.753 1.569 -1.498
C2 -1.676 1.717 -0.384
H2 -1.613 2.675 0.144
C3 2.218 -2.039 0.891
C4 1.304 -0.886 3.343
C5 -0.138 -2.950 2.133
C6 1.393 3.302 -0.099
C7 0.914 2.481 2.612
C8 2.988 1.289 1.056
C9 -2.103 -0.928 -2.546
C10 -2.605 -2.280 -0.146
C11 -0.099 -2.621 -1.587
H3 -1.173 1.222 -2.433
H4 -2.728 1.387 -0.468
H5 2.688 -2.747 1.576
H6 2.919 -1.247 0.642
H7 1.974 -2.563 -0.031
H8 1.654 -1.787 3.861
H9 0.491 -0.456 3.933
H10 2.118 -0.160 3.298
H11 0.489 -3.483 2.859
H12 -0.295 -3.596 1.266
H13 -1.107 -2.768 2.605
H14 2.090 4.012 0.367
H15 0.401 3.757 -0.235
H16 1.793 2.995 -1.076
H17 1.718 3.192 2.854
H18 0.898 1.683 3.365
H19 -0.052 3.001 2.600
H20 3.563 2.133 1.467
H21 3.349 1.047 0.044
H22 3.113 0.410 1.700
H23 -2.447 -1.817 -3.094
H24 -1.373 -0.421 -3.188
H25 -2.938 -0.256 -2.306
H26 -3.027 -2.995 -0.861
H27 -3.384 -1.572 0.149
H28 -2.248 -2.810 0.739
H29 -0.594 -3.178 -2.392
H30 0.190 -3.313 -0.790
H31 0.786 -2.113 -1.994
C12 2.799 0.122 -4.010
C13 1.630 0.891 -3.931
C14 0.992 1.251 -5.126
C15 1.360 0.685 -6.353
C16 2.427 -0.224 -6.361
C17 3.158 -0.499 -5.208
Se1 3.878 -0.148 -2.473
H32 3.454 -1.556 -2.507
H33 1.305 1.238 -2.949
H34 0.156 1.944 -5.083
H35 0.838 0.969 -7.277
H36 2.760 -0.646 -7.300
H37 3.968 -1.235 -5.176
C18 -3.498 -0.145 5.230
N1 -3.102 0.387 3.958
C19 -3.713 1.467 3.353
C20 -3.091 1.642 2.151
N2 -2.098 0.692 2.050
C21 -2.123 -0.052 3.128
H38 -3.396 0.609 6.007
H39 -4.541 -0.450 5.210
H40 -2.889 -1.000 5.493
H41 -4.512 2.024 3.794
H42 -3.298 2.365 1.366
H43 -1.480 -0.894 3.353

This record from the Open Molecules 2025 dataset describes a structure of composition C4H11LaO3 at a distorted geometry. The level of theory is ωB97M-V/def2-TZVPD.

## Properties
- DFT total energy: -416.031009 Ha
- Energy relative to the best compared isomer or geometry (same formula, charge and spin): 64.65 kcal/mol
- HOMO-LUMO gap (spin up / spin down): 5.06 / 5.06 eV
- M: 246.04 g/mol

Atoms and positions in Å:
C1 -2.021 1.348 -0.070
O1 -0.401 0.738 -0.037
C2 -0.370 -0.611 0.378
C3 0.850 -1.294 -0.189
O2 1.975 -0.507 0.169
C4 3.218 -1.074 -0.202
La1 1.713 2.121 0.008
H1 -1.811 2.332 -0.510
H2 -2.490 0.646 -0.777
H3 -2.202 1.397 1.016
H4 -1.253 -1.185 0.047
H5 -0.394 -0.684 1.480
H6 0.785 -1.368 -1.288
H7 0.949 -2.311 0.223
H8 3.999 -0.356 0.074
H9 3.375 -2.023 0.331
H10 3.256 -1.256 -1.287
O3 -4.489 1.866 -0.120
H11 -4.689 2.221 0.750

This record from the Open Molecules 2025 dataset describes a structure of composition C18H36N2O2Rb at a distorted geometry. The level of theory is ωB97M-V/def2-TZVPD.

## Properties
- DFT total energy: -991.417107 Ha
- Energy relative to the best compared isomer or geometry (same formula, charge and spin): 31.37 kcal/mol
- Net charge: -1
- HOMO-LUMO gap: 4.03 eV
- M: 397.97 g/mol

Atoms and positions in Å:
Rb1 16.970 -9.968 5.205
C1 18.175 -15.051 2.494
C2 18.818 -14.704 3.840
C3 19.987 -15.679 4.034
C4 20.910 -15.286 5.192
C5 21.415 -13.880 4.957
C6 20.300 -12.839 4.721
N1 19.274 -13.341 3.834
O1 18.186 -12.484 3.736
C7 20.958 -11.664 3.987
C8 19.790 -12.369 6.090
C9 17.795 -15.024 4.954
H1 18.523 -14.318 1.759
H2 17.086 -14.982 2.462
H3 18.462 -16.037 2.119
H4 20.610 -15.786 3.135
H5 19.610 -16.689 4.234
H6 21.709 -16.028 5.286
H7 20.324 -15.381 6.116
H8 22.133 -13.889 4.130
H9 22.019 -13.551 5.816
H10 21.701 -11.130 4.604
H11 20.206 -10.950 3.650
H12 21.543 -12.011 3.133
H13 19.228 -13.173 6.562
H14 19.110 -11.525 5.980
H15 20.606 -12.032 6.734
H16 17.359 -16.023 4.898
H17 16.951 -14.327 4.853
H18 18.158 -14.778 5.954
C10 14.697 -6.979 4.040
C11 13.456 -7.845 4.084
C12 12.250 -6.923 3.834
C13 11.034 -7.566 3.185
C14 11.394 -8.539 2.063
C15 12.454 -9.551 2.502
N2 13.574 -8.867 3.076
O2 14.662 -9.718 3.251
C16 12.924 -10.245 1.229
C17 11.833 -10.651 3.383
C18 13.304 -8.427 5.506
H19 14.822 -6.464 3.089
H20 15.606 -7.566 4.204
H21 14.675 -6.272 4.880
H22 12.563 -5.996 3.342
H23 11.930 -6.559 4.822
H24 10.317 -6.812 2.841
H25 10.460 -8.116 3.950
H26 11.860 -7.933 1.279
H27 10.493 -9.064 1.744
H28 13.310 -9.552 0.477
H29 12.084 -10.779 0.763
H30 13.714 -10.958 1.456
H31 12.556 -11.454 3.541
H32 10.943 -11.071 2.907
H33 11.594 -10.290 4.385
H34 12.319 -8.866 5.652
H35 13.445 -7.675 6.298
H36 14.069 -9.183 5.709

This record from the Open Molecules 2025 dataset describes the molecule C6H8N2O2 at a distorted geometry. The level of theory is ωB97M-V/def2-TZVPD.

## Properties
- DFT total energy: -493.307388 Ha
- SMILES: C#C[C@H](/N=C\NC)C(=O)O
- Energy relative to the best compared isomer or geometry (same formula, charge and spin): 87.53 kcal/mol
- HOMO-LUMO gap: 9.83 eV
- M: 140.14 g/mol

Atoms and positions in Å:
C1 2.751 -0.014 -1.212
C2 2.089 -0.408 -0.278
C3 1.183 -0.885 0.781
N1 0.170 -1.809 0.303
C4 -0.766 -1.260 -0.395
N2 -1.057 0.064 -0.392
C5 -2.407 0.546 -0.628
C6 0.520 0.282 1.558
O1 -0.147 0.140 2.549
O2 0.839 1.668 1.059
H1 3.385 0.446 -1.951
H2 1.804 -1.407 1.529
H3 -1.493 -1.901 -0.904
H4 -0.248 0.892 -0.492
H5 -2.822 1.009 0.276
H6 -2.412 1.291 -1.436
H7 -3.057 -0.284 -0.927
H8 1.668 1.632 0.558

This record from the Open Molecules 2025 dataset describes a cluster of 2 separate species, C2H5ClO2 in total at a distorted geometry. The level of theory is ωB97M-V/def2-TZVPD.

## Properties
- DFT total energy: -689.753309 Ha
- Energy relative to the best compared isomer or geometry (same formula, charge and spin): 72.41 kcal/mol
- HOMO-LUMO gap (spin up / spin down): 9.19 / 9.19 eV
- M: 96.51 g/mol

Atoms and positions in Å:
C1 -0.147 -0.120 0.663
C2 -0.065 0.254 -0.769
O1 0.644 -0.439 -1.626
O2 -1.994 -0.279 -1.412
Cl1 -1.779 -1.065 -2.828
H1 -0.376 -1.176 0.787
H2 0.822 0.091 1.127
H3 -0.909 0.469 1.163
H4 -0.161 1.295 -1.045
H5 0.661 -1.384 -1.404

This record from the Open Molecules 2025 dataset describes a cluster of 2 separate species, C2H8IN3 in total at a distorted geometry. The level of theory is ωB97M-V/def2-TZVPD.

## Properties
- DFT total energy: -542.206725 Ha
- Energy relative to the best compared isomer or geometry (same formula, charge and spin): 0.00 kcal/mol
- Net charge: +2
- HOMO-LUMO gap: 8.73 eV
- M: 201.01 g/mol

Atoms and positions in Å:
C1 -0.117 1.023 0.564
C2 -0.362 -1.318 0.604
N1 -1.255 1.502 0.644
N2 1.061 1.454 0.438
N3 0.235 -1.813 -0.602
I1 -2.520 -1.487 0.762
H1 0.242 -1.599 1.542
H2 -2.064 1.002 0.993
H3 -1.430 2.539 0.610
H4 1.811 0.775 0.259
H5 1.371 2.381 0.664
H6 0.555 -2.758 -0.386
H7 -0.473 -1.950 -1.295
H8 0.984 -1.189 -1.084

This record from the Open Molecules 2025 dataset describes a structure of composition C36H54N6O2S5Sb2Tl. The level of theory is ωB97M-V/def2-TZVPD.

## Properties
- DFT total energy: -4526.849531 Ha
- Net charge: +1
- HOMO-LUMO gap: 6.20 eV
- M: 1211.11 g/mol

Atoms and positions in Å:
Tl1 -1.046 0.093 0.941
N1 -1.140 4.486 2.218
C1 -1.428 3.337 1.528
S1 -2.269 2.080 2.356
N2 -1.029 3.329 0.283
N3 -1.289 2.167 -0.357
C2 -1.677 2.163 -1.570
C3 -1.856 3.387 -2.412
C4 -3.030 3.566 -3.145
C5 -3.221 4.711 -3.907
C6 -2.237 5.687 -3.952
C7 -1.066 5.519 -3.224
C8 -0.880 4.384 -2.452
C9 -2.200 0.858 -2.076
C10 -2.328 0.606 -3.433
C11 -3.064 -0.493 -3.840
C12 -3.659 -1.295 -2.882
C13 -3.391 -1.030 -1.549
N4 -2.658 0.009 -1.151
H1 -1.698 4.659 3.036
H2 -0.916 5.291 1.652
H3 -3.814 2.819 -3.105
H4 -4.143 4.839 -4.462
H5 -2.384 6.577 -4.552
H6 -0.298 6.281 -3.249
H7 0.029 4.259 -1.884
H8 -1.890 1.285 -4.154
H9 -3.186 -0.709 -4.893
H10 -4.298 -2.122 -3.159
H11 -3.781 -1.664 -0.760
C14 -0.437 -4.522 1.044
Sb1 -0.932 -2.995 -0.356
C15 -2.468 -4.181 -1.287
C16 0.510 -3.575 -1.875
C17 0.349 -2.862 -3.192
C18 -0.582 -3.343 -4.120
C19 -0.776 -2.735 -5.349
C20 -0.036 -1.606 -5.677
C21 0.903 -1.127 -4.778
C22 1.124 -1.747 -3.542
C23 2.205 -1.233 -2.642
Sb2 1.579 0.219 -1.159
C24 1.692 1.905 -2.474
C25 3.597 0.360 -0.442
H12 0.094 -4.077 1.884
H13 0.185 -5.272 0.552
H14 -1.356 -4.986 1.407
H15 -2.095 -5.206 -1.352
H16 -2.666 -3.803 -2.287
H17 -3.395 -4.177 -0.712
H18 0.311 -4.643 -1.988
H19 1.489 -3.446 -1.415
H20 -1.143 -4.240 -3.878
H21 -1.486 -3.150 -6.054
H22 -0.164 -1.124 -6.639
H23 1.513 -0.268 -5.043
H24 2.968 -0.693 -3.207
H25 2.695 -2.025 -2.076
H26 2.622 1.849 -3.043
H27 1.677 2.824 -1.887
H28 0.843 1.909 -3.163
H29 4.068 1.213 -0.933
H30 4.134 -0.552 -0.713
H31 3.618 0.501 0.634
C26 2.421 4.299 1.599
N5 2.153 3.793 2.941
C27 3.128 4.234 3.942
C28 1.462 2.639 3.117
S2 1.331 1.531 1.824
N6 0.939 2.414 4.331
C29 0.451 1.104 4.746
C30 0.550 3.502 5.229
H32 2.585 5.375 1.673
H33 1.571 4.106 0.949
H34 3.313 3.836 1.166
H35 4.133 4.136 3.525
H36 3.071 3.621 4.834
H37 2.969 5.279 4.214
H38 0.970 0.323 4.200
H39 -0.621 1.021 4.560
H40 0.640 0.987 5.815
H41 0.630 4.456 4.719
H42 1.159 3.518 6.134
H43 -0.490 3.343 5.519
O1 1.341 -1.879 1.134
S3 2.547 -1.900 2.069
C31 2.107 -2.752 3.620
C32 2.582 -4.201 3.528
C33 3.884 -4.153 2.733
C34 3.577 -3.294 1.512
H44 1.034 -2.620 3.765
H45 2.643 -2.209 4.402
H46 1.845 -4.811 3.002
H47 2.717 -4.632 4.519
H48 4.231 -5.143 2.438
H49 4.674 -3.690 3.330
H50 2.941 -3.813 0.791
H51 4.458 -2.899 1.010
C35 -4.279 -3.347 1.442
O2 -3.212 -2.398 1.651
C36 -2.537 -2.477 2.806
S4 -2.671 -3.683 3.904
S5 -1.415 -1.190 3.088
H52 -4.698 -3.095 0.472
H53 -5.030 -3.237 2.221
H54 -3.901 -4.366 1.451

This record from the Open Molecules 2025 dataset describes a cluster of 4 separate species, C43H70BrN4O3S in total at a distorted geometry. The level of theory is ωB97M-V/def2-TZVPD.

## Properties
- DFT total energy: -5096.830531 Ha
- <S²>: 3.763
- 2S+1: 4
- HOMO-LUMO gap (spin up / spin down): 7.94 / 7.26 eV
- M: 803.03 g/mol

Atoms and positions in Å:
C1 -2.333 0.632 -1.198
C2 -1.658 -0.823 -1.200
C3 -0.186 -0.940 -1.773
C4 0.622 -2.270 -1.816
C5 -0.019 -3.603 -1.251
C6 -1.509 -3.480 -0.708
C7 -2.315 -2.140 -0.681
S1 -2.228 -5.086 -0.052
C8 -0.749 -5.809 0.839
C9 -0.875 -6.526 2.199
C10 0.417 -7.077 2.929
C11 0.263 -7.779 4.363
C12 0.096 -6.629 5.514
C13 1.448 -5.790 5.754
Br1 1.219 -4.364 7.129
C14 1.840 -6.882 2.236
C15 1.947 -6.166 0.840
C16 0.650 -5.576 0.070
N1 0.745 -4.879 -1.239
H1 -1.558 1.365 -1.657
H2 -2.432 0.968 -0.091
H3 -3.349 0.688 -1.718
H4 0.284 0.037 -2.177
H5 1.678 -2.220 -2.271
H6 -3.379 -2.130 -0.239
H7 -1.910 -6.660 2.694
H8 1.211 -8.414 4.554
H9 -0.632 -8.492 4.366
H10 -0.728 -5.887 5.164
H11 -0.330 -7.112 6.475
H12 2.326 -6.510 5.996
H13 1.710 -5.262 4.755
H14 2.778 -7.262 2.766
H15 3.017 -6.089 0.419
H16 1.744 -4.573 -1.278
C17 7.615 -4.538 6.207
C18 6.522 -5.489 6.763
C19 5.364 -4.661 7.365
C20 5.708 -4.020 8.707
C21 6.248 -5.058 9.687
C22 7.424 -5.878 9.113
N2 7.133 -6.429 7.754
O1 6.275 -7.481 7.910
C23 8.696 -4.997 9.069
C24 7.791 -6.988 10.134
C25 5.990 -6.218 5.500
H17 7.699 -3.606 6.769
H18 8.596 -5.021 6.186
H19 7.404 -4.235 5.176
H20 4.484 -5.301 7.505
H21 5.059 -3.877 6.663
H22 6.431 -3.210 8.571
H23 4.809 -3.558 9.126
H24 6.557 -4.550 10.607
H25 5.427 -5.727 9.969
H26 9.519 -5.523 8.581
H27 9.026 -4.738 10.077
H28 8.554 -4.046 8.559
H29 6.950 -7.642 10.370
H30 8.116 -6.551 11.083
H31 8.614 -7.607 9.761
H32 6.777 -6.819 5.031
H33 5.637 -5.497 4.756
H34 5.140 -6.872 5.715
C26 1.633 4.651 -6.318
C27 0.391 3.912 -5.755
C28 -0.896 4.485 -6.393
C29 -1.278 5.861 -5.856
C30 -1.342 5.858 -4.332
C31 -0.055 5.313 -3.674
N3 0.384 4.009 -4.261
O2 -0.453 3.040 -3.786
C32 1.075 6.362 -3.802
C33 -0.290 5.223 -2.142
C34 0.570 2.453 -6.254
H35 1.434 5.695 -6.567
H36 2.473 4.613 -5.620
H37 1.988 4.195 -7.248
H38 -1.735 3.801 -6.215
H39 -0.779 4.545 -7.480
H40 -0.572 6.621 -6.207
H41 -2.256 6.146 -6.260
H42 -1.540 6.877 -3.983
H43 -2.205 5.257 -4.023
H44 2.021 5.965 -3.428
H45 0.844 7.258 -3.221
H46 1.236 6.713 -4.820
H47 -1.146 4.598 -1.880
H48 -0.492 6.213 -1.721
H49 0.595 4.825 -1.633
H50 1.472 2.000 -5.832
H51 0.664 2.425 -7.344
H52 -0.283 1.814 -6.008
C35 -7.935 5.441 -6.648
C36 -6.593 6.006 -6.113
C37 -5.635 4.844 -5.767
C38 -6.013 4.106 -4.486
C39 -6.184 5.079 -3.323
C40 -7.159 6.235 -3.640
N4 -6.856 6.902 -4.943
O3 -5.750 7.682 -4.760
C41 -8.612 5.701 -3.640
C42 -7.143 7.230 -2.449
C43 -6.004 6.773 -7.328
H53 -8.204 4.482 -6.203
H54 -8.759 6.142 -6.487
H55 -7.897 5.259 -7.727
H56 -4.613 5.227 -5.654
H57 -5.601 4.127 -6.595
H58 -6.927 3.522 -4.633
H59 -5.227 3.383 -4.241
H60 -6.532 4.525 -2.444
H61 -5.200 5.481 -3.060
H62 -9.313 6.476 -3.953
H63 -8.908 5.376 -2.640
H64 -8.761 4.832 -4.280
H65 -6.145 7.620 -2.236
H66 -7.484 6.742 -1.530
H67 -7.811 8.077 -2.636
H68 -6.650 7.608 -7.617
H69 -5.911 6.112 -8.195
H70 -5.001 7.164 -7.137